Entry 1:
The following is a DFT calculation (ωB97M-V/def2-TZVPD) of an isolated molecule of C12H14NOP at a distorted geometry.

Computed properties:
* strongest force on any atom: 4.765 eV Å⁻¹
* E_LUMO (alpha / beta): 0.16 / 0.16 eV
* spin multiplicity: 1
* HOMO energy (alpha / beta): -8.126 / -8.126 eV
* Kohn-Sham gap (alpha / beta): 8.3 / 8.3 eV
* relative energy (zero: lowest compared OMol25 entry of this formula, charge and spin): 0.0 kJ/mol
* electronic energy: -936.9115 hartree

```
29
Properties=species:S:1:pos:R:3:forces:R:3:mulliken_charge:R:1
H 2.25952 1.87904 -1.70809 -0.086 0.110 -0.372 -0.08
P 2.45914 1.51010 -0.36769 0.201 0.019 0.338 -0.09
C 1.23523 0.37863 -0.27263 -0.282 -2.207 4.170 0.29
C 0.96611 -0.55842 1.31496 0.724 2.516 -3.981 0.27
C 1.61327 -0.60691 2.45918 -0.061 -0.028 0.080 -0.49
C 1.14086 -1.62823 3.46522 -0.102 -0.059 -0.013 -0.69
C -0.34686 -1.98380 3.30520 0.230 0.053 0.079 -0.72
C -0.79628 -2.08347 1.87801 0.047 0.148 -0.405 -0.40
C -0.16846 -1.35663 0.94528 -0.131 -0.445 0.693 0.34
C -0.52602 -1.17593 -0.47177 -0.523 -0.428 -0.227 0.12
O -1.38790 -1.74941 -1.10154 0.123 0.112 0.189 -0.66
N 0.28153 -0.19328 -1.04202 0.117 0.020 -0.130 0.21
C -0.00467 0.23074 -2.40051 -0.227 0.207 -0.362 -1.55
C -1.17972 1.18454 -2.42210 0.097 -0.184 -0.023 0.29
C -1.04457 2.53131 -1.77467 0.053 0.113 0.140 -0.43
C -1.13333 2.42242 -3.26592 -0.052 0.008 -0.144 -0.71
H 2.48791 -0.01630 2.67300 0.164 0.133 -0.043 0.39
H 1.74977 -2.53051 3.32640 0.015 0.012 0.095 0.28
H 1.31970 -1.26582 4.47920 0.024 -0.102 -0.027 0.39
H -0.95860 -1.20302 3.77597 -0.035 -0.034 0.030 0.27
H -0.55582 -2.91278 3.83629 -0.061 0.038 0.028 0.37
H -1.67014 -2.67223 1.64348 -0.132 -0.037 -0.133 0.47
H -0.24214 -0.66589 -2.98116 0.114 0.156 0.049 0.30
H 0.89259 0.70217 -2.80999 -0.103 -0.111 0.075 0.53
H -2.13362 0.68322 -2.31768 -0.038 0.090 -0.014 0.43
H -0.09217 2.79982 -1.33918 0.028 -0.058 -0.047 0.11
H -1.89032 2.92418 -1.23105 -0.108 -0.013 -0.031 0.26
H -2.03750 2.74580 -3.75684 -0.104 -0.007 -0.007 0.26
H -0.23750 2.61064 -3.83937 0.108 -0.019 -0.006 0.24
```
Positions in Å, forces in eV/Å.

Entry 2:
The following is a DFT calculation (ωB97M-V/def2-TZVPD) of an isolated molecule of C4H5NOS at a distorted geometry.

Computed properties:
* strongest force on any atom: 4.341 eV Å⁻¹
* E_LUMO: 0.66 eV
* spin multiplicity: 1
* HOMO energy: -8.142 eV
* Kohn-Sham gap: 8.8 eV
* relative energy (zero: lowest compared OMol25 entry of this formula, charge and spin): 465.8 kJ/mol
* electronic energy: -683.4305 hartree

```
12
Properties=species:S:1:pos:R:3:forces:R:3:mulliken_charge:R:1
C -0.45479 0.14420 2.16509 0.747 -0.867 -0.237 -0.67
C 0.51863 -0.00927 1.30831 0.638 0.741 -0.161 0.22
C 1.63033 -0.20307 0.63079 -1.973 -0.530 -0.415 -0.35
S 1.77451 -0.70533 -1.03976 -0.180 -0.451 -0.136 -0.11
C 0.25787 -0.29242 -1.74512 -1.382 1.274 -0.428 -0.06
N -0.76297 0.25288 -1.17239 3.229 -1.394 0.384 -0.29
O -1.70339 0.62958 -2.09017 -3.449 0.061 2.634 -0.42
H -1.21817 0.91984 2.14064 0.526 -0.022 0.425 0.28
H -0.37047 -0.67443 2.88862 -1.229 0.172 -0.042 0.23
H 2.55434 -0.34350 1.09678 1.452 0.815 0.842 0.38
H 0.21253 -0.35158 -2.84410 0.294 -0.274 0.351 0.38
H -2.43842 0.63312 -1.33868 1.328 0.475 -3.217 0.40
```
Positions in Å, forces in eV/Å.

Entry 3:
The following is a DFT calculation (ωB97M-V/def2-TZVPD) of an isolated molecule of BrClFPS at a distorted geometry.

Computed properties:
* strongest force on any atom: 4.502 eV Å⁻¹
* E_LUMO: -1.64 eV
* spin multiplicity: 1
* HOMO energy: -9.527 eV
* Kohn-Sham gap: 7.9 eV
* electronic energy: -3873.6444 hartree

```
5
Properties=species:S:1:pos:R:3:forces:R:3:mulliken_charge:R:1
F 0.08015 -0.50224 1.43502 -0.445 1.241 -2.497 -0.21
P 0.14643 0.06570 -0.12777 -1.167 1.425 0.464 0.60
S -0.99076 1.91625 -0.94260 1.798 -3.747 1.730 -0.26
Cl 0.16161 -1.74713 -1.06239 -0.695 0.674 0.190 -0.11
Br 2.24398 0.46483 -0.23025 0.508 0.407 0.113 -0.02
```
Positions in Å, forces in eV/Å.

Entry 4:
The following is a DFT calculation (ωB97M-V/def2-TZVPD) of a structure of composition C3H3LuO2 at a distorted geometry.

Computed properties:
* strongest force on any atom: 4.280 eV Å⁻¹
* E_LUMO (alpha / beta): -1.61 / -1.61 eV
* spin multiplicity: 1
* HOMO energy (alpha / beta): -6.366 / -6.379 eV
* Kohn-Sham gap (alpha / beta): 4.8 / 4.8 eV
* relative energy (zero: lowest compared OMol25 entry of this formula, charge and spin): 203.4 kJ/mol
* electronic energy: -1501.8387 hartree

```
9
Properties=species:S:1:pos:R:3:forces:R:3:mulliken_charge:R:1
H 0.69675 -0.00378 1.96371 0.438 0.837 -1.936 0.06
O -1.22340 0.72121 -0.46538 -2.514 -1.065 -2.237 -0.62
O 0.72720 -1.97229 -1.45599 -1.928 1.073 1.851 -0.47
C 0.08304 0.21236 -0.65422 -0.658 1.084 1.704 0.26
C 0.18984 0.74158 0.75336 0.102 -2.282 3.566 -0.67
C 0.02298 -1.33046 -0.67930 2.243 -1.519 -1.714 -0.02
H 0.63770 0.69706 -1.47766 -0.092 -0.443 0.397 0.38
H 0.27258 1.83358 0.84388 0.258 -0.793 0.378 0.29
Lu -1.40668 -0.89927 1.17159 2.150 3.109 -2.008 0.79
```
Positions in Å, forces in eV/Å.

Entry 5:
The following is a DFT calculation (ωB97M-V/def2-TZVPD) of an isolated molecule of C6H9NO2 at a distorted geometry.

Computed properties:
* strongest force on any atom: 3.163 eV Å⁻¹
* E_LUMO: 0.95 eV
* spin multiplicity: 1
* HOMO energy: -9.485 eV
* Kohn-Sham gap: 10.4 eV
* relative energy (zero: lowest compared OMol25 entry of this formula, charge and spin): 375.0 kJ/mol
* electronic energy: -439.1335 hartree

```
18
Properties=species:S:1:pos:R:3:forces:R:3:mulliken_charge:R:1
H 0.76355 -3.21477 0.07784 0.012 0.689 -0.243 0.25
N 0.56806 -2.34269 0.58147 -0.964 -2.322 0.813 -0.60
C 1.32816 -1.38297 0.42607 0.142 1.450 -2.312 -0.02
C 1.11384 -0.16505 1.26961 2.832 -0.082 -0.569 -0.03
O 0.16735 -0.33718 2.17322 -1.592 0.663 1.835 -0.51
O 1.06335 1.05726 0.53266 0.128 -0.815 0.846 -0.42
C -0.10459 1.39712 -0.12667 -2.263 0.968 -1.227 0.17
C -1.57952 0.82294 0.02919 -0.907 -0.988 2.865 -0.65
C -1.77387 0.47724 -1.22858 2.433 1.313 -0.852 -0.26
C -0.32878 0.92221 -1.63598 0.376 0.417 -0.559 -0.75
H 2.05021 -1.25182 -0.40632 0.131 -0.310 0.632 0.41
H 2.10193 -0.16443 1.80097 -0.531 0.851 -0.174 0.31
H -0.51233 -0.93524 1.86135 -0.187 -0.514 -0.333 0.34
H -0.17015 2.54300 -0.01647 0.155 -1.665 -0.489 0.43
H -2.33142 0.64178 0.89654 1.611 0.693 -1.274 0.33
H -2.56108 0.05608 -1.81811 -0.391 -0.013 0.002 0.42
H 0.25974 0.11605 -2.10277 0.138 -0.139 0.967 0.27
H -0.05446 1.76046 -2.31401 -1.124 -0.196 0.074 0.32
```
Positions in Å, forces in eV/Å.

Q: Look up the strongest force on any atom of the first one.
A: 4.765 eV Å⁻¹

Q: The highest strongest force on any atom belongs to which entry?
A: C12H14NOP